No. 1
A structure of composition C15H20CrGeN4O2S4 in a non-equilibrium geometry. Source: OMol25; level of theory: the ωB97M-V functional and the def2-TZVPD basis.

Summary:
Spin multiplicity   5
Frontier orbital gap (alpha / beta)   4.2 / 5.5 eV
Total charge   -2
HOMO level (alpha / beta)   -0.01 / -1.28 eV
<S²>   6.07
Energy relative to the best compared isomer or geometry (same formula, charge and spin)   0.714 eV

The geometry in XYZ format:
```
47
Properties=species:S:1:pos:R:3:forces:R:3
Cr 0.5025 0.7906 1.7208 0.4444 1.5335 -0.3783
S 1.3549 4.0418 4.8350 0.0760 0.4999 0.4115
C 1.1109 2.9281 3.6318 0.0372 -0.4869 -0.3499
S -0.4564 2.5467 2.9911 -0.5086 0.1262 0.3106
S 2.3670 2.0288 2.8674 0.2445 -0.2327 0.1470
N -2.5894 -4.3259 -3.6230 -0.1462 -0.1078 -0.1147
C -1.6253 -3.8006 -2.7477 0.1414 -0.0494 0.0759
C -0.5278 -4.5702 -2.3633 0.1076 0.2425 0.0815
C 0.4818 -4.0062 -1.5908 -0.1426 -0.1298 -0.0820
C 0.3919 -2.6887 -1.1910 0.3614 0.3051 0.0402
C -0.7047 -1.9234 -1.5434 -0.2038 -0.1582 -0.1459
C -1.7185 -2.4831 -2.3102 0.2689 0.0599 0.1528
S 1.7742 -1.8729 -0.3797 0.7702 0.6473 -0.4422
O 2.7358 -2.8754 0.0263 -0.5717 -0.1251 0.1079
O 2.2684 -0.9191 -1.3496 -0.3240 -0.0931 0.2463
N 1.1544 -1.0325 0.8621 0.5015 -0.6239 -0.9872
C 0.3357 -1.7073 1.6747 -0.2238 -0.2102 0.5427
N 0.0658 -2.9864 1.5271 -0.7566 -0.9978 0.9326
C -0.8047 -3.5219 2.4179 0.4906 0.5396 -0.4516
C -1.3752 -2.7743 3.4339 -0.1237 -0.3207 -0.0132
C -1.0592 -1.4265 3.5033 0.7482 0.5666 -0.6210
N -0.2082 -0.8643 2.6148 -0.9179 -1.1642 0.9032
H -2.6630 -5.3335 -3.5956 -0.0918 0.1561 0.0437
H -3.4889 -3.8697 -3.5623 0.0776 -0.1464 0.0325
H -0.4561 -5.6020 -2.6868 0.0175 -0.0398 -0.0257
H 1.3439 -4.5803 -1.2896 0.0869 -0.0863 0.0465
H -0.7614 -0.8954 -1.2195 -0.0086 0.2199 0.0349
H -2.5731 -1.8838 -2.5888 -0.1130 0.0875 -0.0575
H -1.0177 -4.5744 2.2720 -0.0717 -0.0427 0.1147
H -2.0491 -3.2203 4.1523 -0.0262 -0.0138 -0.0088
H -1.4665 -0.7634 4.2573 0.0074 0.0204 -0.0534
C -1.0024 4.8282 -0.2351 0.3812 -0.3207 -0.0490
Ge 0.5823 3.6154 -0.4735 -0.0251 0.1426 -0.1381
C 2.0720 4.5016 0.5085 -0.3375 -0.2470 -0.1877
C 1.1325 3.8520 -2.4082 -0.1775 -0.0182 0.4523
C 0.1567 1.7387 -0.1263 0.0178 0.4152 -0.2845
H -0.8024 5.8212 -0.6317 0.1241 0.1576 -0.0951
H -1.2313 4.9229 0.8213 -0.0014 -0.0476 0.2227
H -1.8838 4.4375 -0.7373 -0.1220 -0.1427 -0.1173
H 2.2923 5.4710 0.0622 -0.0592 0.1288 -0.1703
H 2.9716 3.8922 0.4787 0.0514 -0.0837 0.0052
H 1.8142 4.6552 1.5523 -0.0392 -0.0402 0.1340
H 1.4375 4.8754 -2.6160 0.0452 0.2323 0.0271
H 0.3280 3.5955 -3.0925 -0.1984 -0.0922 -0.0709
H 1.9731 3.2007 -2.6278 0.1673 -0.1673 0.0004
H 0.7270 1.1371 -0.8413 0.0412 0.0384 -0.1787
H -0.9093 1.6212 -0.3799 -0.0188 0.0691 -0.0433
```
Forces are in eV/Å.


No. 2
The ion C27H37Br3F3N5OP with charge +1 in a non-equilibrium geometry. Source: OMol25; level of theory: the ωB97M-V functional and the def2-TZVPD basis.

Summary:
Frontier orbital gap   6.2 eV
Total charge   +1
HOMO level   -10.12 eV
SMILES   Cc1cccc(CN2C(NCC[C@](F)(Br)C(F)(F)Br)=[N+](Br)[C@](CCCCN)(P(C)C)O[C@]2(N)c2ccccc2)c1

The geometry in XYZ format:
```
77
Properties=species:S:1:pos:R:3:forces:R:3
C -1.2043 -0.8768 6.4588 -0.4565 0.1291 -1.4115
C -1.2573 0.4703 5.5100 0.5946 3.3071 -2.6507
C -2.3384 1.7058 5.6616 2.8463 -0.1219 -2.7385
C -2.2790 2.9963 4.6364 2.2945 -2.5760 -0.1051
C -1.1468 3.1638 3.4167 0.0786 -4.1331 2.7760
C -0.0696 1.9364 3.2674 -2.3243 -0.5275 2.7426
C 1.1739 1.8992 2.1484 -2.5516 2.0386 1.3453
N 1.0645 0.5938 1.4357 -2.0219 0.8468 -2.5899
C -0.2139 0.3669 0.6840 -0.2829 0.2812 -0.4207
N -1.1413 1.2822 0.2736 1.4537 -2.1597 0.8844
C -2.4172 0.9559 -0.5262 -1.4413 1.0407 -0.7035
C -3.2671 2.3858 -0.7035 1.4470 0.2630 -0.7245
C -4.4822 2.2767 -1.8117 -0.3354 1.9560 1.0966
F -5.4612 3.3674 -1.4441 2.4388 -2.8724 -0.8901
Br -5.5084 0.5584 -1.6998 1.0548 1.5202 -0.1832
C -3.9944 2.6612 -3.3598 -0.4585 -0.8681 -1.5867
F -2.5746 2.3376 -3.6293 -4.1782 0.3327 0.9115
F -4.8842 1.9068 -4.3130 3.2424 2.3057 2.8126
Br -4.1949 4.6542 -3.7262 0.3147 -2.3156 0.2862
N -0.4433 -1.1058 0.2745 2.3872 3.5212 0.2155
Br -0.0874 -2.0233 1.9141 -0.6891 -0.5337 0.0833
C 0.7506 -1.3637 -0.6690 -0.7702 -0.9777 -2.5497
C 0.5090 -0.7750 -2.1899 0.2331 0.5626 -0.4368
C -0.7843 -1.3906 -2.9769 -0.7154 -0.3596 -0.5111
C -1.0416 -0.5941 -4.4247 0.0376 -0.7747 -0.3684
C -0.6903 -1.6643 -5.6545 0.8129 -0.4833 0.2122
N -1.8885 -2.5729 -5.9838 1.2524 -0.6149 0.1807
P 0.7614 -3.3027 -0.8853 1.2236 -1.1365 1.7421
C 1.7685 -3.8227 -2.4201 -0.1730 -0.3933 -1.0462
C -1.0012 -4.0242 -0.8586 -1.8774 -0.5553 -1.4544
O 2.0539 -1.0549 -0.0833 -1.8330 2.2083 -0.0169
C 2.1700 0.3050 0.4524 4.4162 0.4115 -0.2424
N 2.3314 1.3887 -0.6346 -0.8869 -1.2500 0.5601
C 3.6486 0.3155 1.2404 3.1551 -0.9845 2.8461
C 3.8062 -0.6483 2.5598 3.7547 2.8256 -1.8885
C 5.2856 -0.6762 3.3040 -0.2928 1.5686 -2.2724
C 6.5964 0.1962 2.8255 -3.7262 0.8335 -2.8836
C 6.4291 1.1624 1.5057 -3.6185 -2.5649 1.4637
C 4.9506 1.1855 0.7573 0.5683 -1.5101 2.0645
C -0.1361 0.6217 4.2986 -2.7005 2.5780 0.8731
H -1.6357 -0.7318 7.5370 1.0168 -0.0442 -2.1687
H -0.1095 -1.2932 6.4523 -2.1208 0.9596 0.2437
H -1.8705 -1.6910 5.9112 1.3130 1.6729 1.1943
H -3.1407 1.6157 6.5380 1.8918 0.4779 -2.2667
H -3.0587 3.8535 4.8111 1.7302 -1.8596 -0.4525
H -1.1183 4.1040 2.7028 -0.0863 -2.1084 1.7588
H 0.9432 2.8036 1.4044 0.8759 -1.6527 1.5675
H 2.1454 2.0836 2.7707 -1.5813 -0.8278 -1.7320
H -1.0046 2.2903 0.4989 0.1002 -1.1961 -0.0223
H -3.1295 0.2085 0.0236 1.8656 1.1650 -1.0586
H -2.1113 0.6460 -1.6120 -0.5387 0.2099 2.2749
H -2.4700 3.1387 -1.1762 -1.8406 -1.3773 0.9770
H -3.6144 2.8376 0.3239 0.2928 -1.1193 -2.1636
H 0.4584 0.4012 -2.2318 0.0631 -2.2154 0.2472
H 1.4820 -1.0736 -2.8090 -2.0477 0.6627 1.4408
H -1.7715 -1.3941 -2.3074 2.2226 0.2137 -1.3645
H -0.6362 -2.5317 -3.2944 -0.1039 2.4920 1.0065
H -2.1847 -0.2775 -4.5510 2.6086 -0.6378 0.3182
H -0.3344 0.3556 -4.5117 -1.5545 -1.9934 0.2100
H -0.2931 -1.1117 -6.6167 -1.1286 -1.0435 1.9328
H 0.1835 -2.4002 -5.3130 -1.3952 1.9271 -0.5187
H -1.7635 -3.0116 -6.9338 -0.0335 0.8214 1.3201
H -1.8735 -3.4093 -5.3258 -0.0100 1.5406 -1.0324
H 2.6036 -3.0119 -2.6853 -1.9210 -1.9104 0.5920
H 2.2778 -4.8702 -2.1580 -1.0686 2.5166 -0.4541
H 1.0315 -4.0183 -3.3107 1.6604 0.5133 1.3130
H -1.1098 -4.7656 -1.7877 0.3104 1.5871 1.8671
H -1.8600 -3.2182 -1.0135 1.8253 -1.6983 0.4760
H -1.2484 -4.6913 0.0908 0.8941 1.7290 -1.8617
H 3.0336 1.0801 -1.3527 -0.9250 0.4169 1.2807
H 2.5910 2.3063 -0.2135 -0.0328 -1.2964 -0.4318
H 2.8729 -1.2728 2.8941 2.2211 1.2262 -0.5528
H 5.4345 -1.3900 4.2322 -0.4181 1.6715 -2.1368
H 7.6540 0.1866 3.3495 -2.6379 -0.2330 -0.9932
H 7.3080 1.8308 1.0509 -2.2177 -1.7353 1.2291
H 4.8900 1.8802 -0.2118 0.0719 -1.7559 2.4432
H 0.6364 -0.2564 4.1939 -1.5744 2.0835 0.0957
```
Forces are in eV/Å.